ORCA calculation (ωB97M-V/def2-TZVPD) on 9 unconnected molecules or ions with the total composition C57H43NO19S2.

XYZ file:
```
122
C57H43NO19S2 ωB97M-V/def2-TZVPD
S -3.0943 0.9682 2.9033
S -3.6888 3.4105 1.2075
O 1.2733 -4.1361 -0.3596
O 1.7250 -2.4228 3.4001
O -3.5863 -1.9865 -0.1796
O 8.7733 -7.9706 6.6590
O 3.9137 -5.8209 6.8390
O 1.9856 9.0674 -3.3647
O 4.1479 2.4429 -8.1925
O -2.4729 1.4444 -1.3135
O -1.2416 -7.3580 -0.7349
O 5.3492 8.1469 -3.2428
O -0.0986 4.2716 -2.4022
O 0.1391 5.0900 -5.9140
O 6.7378 10.5351 1.3000
O -3.5642 -0.6408 3.2125
O -2.5816 1.5527 4.2708
O -5.2401 2.3488 -5.7625
O 1.9620 -7.5734 4.6979
O -1.8671 0.9366 1.9620
O 2.5286 -10.9288 -1.8771
N -9.4111 0.1270 3.0208
C -9.8077 1.4423 3.5958
C -0.9812 -4.2534 -1.0346
C 5.0315 -6.3161 6.7980
C -0.3741 -8.1798 -0.9970
C 7.3903 -6.2428 7.4680
C 1.7802 -3.6079 3.6984
C 1.3290 3.0661 -6.1136
C 1.5057 7.9640 -3.1439
C 1.8221 -5.3398 5.4353
C 1.0620 4.4814 -6.4379
C -5.1655 -0.1746 1.2045
C 6.9646 8.4149 -1.5484
C -5.6796 1.3483 1.5155
C 3.2250 3.0515 -7.6686
C -2.2033 -3.7142 -0.9886
C -2.7681 2.7711 -3.2383
C 7.6555 -7.4753 6.7001
C -0.4645 6.5844 -2.6659
C -4.9449 1.0221 -3.8377
C -2.4685 -2.4817 -0.2206
C 5.2967 -7.5487 6.0300
C -0.5809 -9.6198 -0.7467
C 0.9203 -7.7697 -1.5767
C 0.3667 -10.5171 -1.0353
C 5.6693 8.6967 -2.1980
C -7.5754 2.9313 2.8330
C 1.8649 -4.6564 2.6627
C 6.1682 -5.7037 7.5140
C 1.9068 -6.3883 4.3996
C 1.6611 -10.1070 -1.6151
C 0.0587 7.7900 -2.9092
C 6.5188 -8.0878 5.9840
C 4.7745 9.6675 -1.5371
C 0.1555 -3.6409 -0.3185
C -4.6041 2.1409 -4.7385
C 2.3357 2.3997 -6.6870
C -9.0706 2.8940 3.5832
C 7.3125 9.0145 -0.4058
C 2.9580 4.4668 -7.9929
C -0.1097 -2.4084 0.4494
C 1.8283 5.5490 -2.8577
C -4.2480 0.7944 -2.7202
C 1.9513 5.1332 -7.4194
C -3.1089 1.6523 -2.3376
C 2.3515 6.7546 -3.1010
C -4.4864 2.1040 2.3490
C -4.8599 -0.9754 2.6018
C 1.9230 -5.9510 2.9895
C -7.1684 1.4255 2.2545
C -1.3318 -1.8692 0.4954
C 6.4177 9.9853 0.2552
C 1.7640 -4.0451 5.1085
C 5.1224 10.2671 -0.3944
C -3.4650 2.9988 -4.3558
C -8.0854 0.0856 2.3370
C 1.8679 -8.6670 -1.8653
C 0.3813 5.3750 -2.6230
H -6.0196 -0.7147 0.5693
H 1.8104 -5.6766 6.4650
H -4.4843 -0.0222 -2.0489
H 1.0562 -6.7097 -1.7533
H 0.2308 -11.5771 -0.8587
H 1.7023 -3.2634 5.8557
H -4.2073 -0.2023 0.4932
H -4.8692 -2.1490 2.3849
H 1.7429 6.1719 -7.6462
H -1.9296 3.3909 -2.9442
H -10.8565 1.4372 4.1710
H -9.5346 3.8708 4.0887
H 3.4105 6.8996 -3.2759
H -0.7695 -5.1566 -1.5937
H -5.7573 1.8998 0.4598
H 8.2585 8.8186 0.0841
H 6.7305 -8.9910 5.4249
H -4.8361 2.6963 3.2957
H 1.9847 -6.7327 2.2423
H 3.8285 9.8634 -2.0270
H 5.9565 -4.8004 8.0731
H -1.5235 6.4394 -2.4909
H 2.5441 1.3610 -6.4603
H -2.8403 2.7178 0.3219
H 3.6191 4.9297 -8.7153
H -5.6848 -0.8192 3.4431
H 8.2345 -5.8051 7.9872
H 0.6679 2.6032 -5.3911
H 1.8766 -4.3195 1.6330
H -1.5435 -0.9660 1.0545
H -0.5485 8.6866 -2.9447
H -5.7834 0.4023 -4.1318
H -7.7513 -0.9616 1.8703
H 7.6102 7.7011 -2.0460
H -3.0476 -4.1519 -1.5077
H -3.2287 3.8154 -5.0271
H -1.5354 -9.9046 -0.3204
H 4.4524 -7.9863 5.5108
H -6.9127 3.8893 2.7350
H 0.7345 -1.9707 0.9686
H 2.4355 4.6524 -2.8222
H 2.8224 -8.3822 -2.2916
H 4.4768 10.9809 0.1031
```

- frontier orbital gap (Eh) = 0.2668
- net charge = 0
- structure (SMILES) = O=S1(=O)OCC[C@@H](c2cccnc2)[C@@H]1S.O=C1C=CC(=O)C=C1.O=C1C=CC(=O)C=C1.O=C1C=CC(=O)C=C1.O=C1C=CC(=O)C=C1.O=C1C=CC(=O)C=C1.O=C1C=CC(=O)C=C1.O=C1C=CC(=O)C=C1.O=C1C=CC(=O)C=C1
- max |F| (eV Å⁻¹) = 8.47

=====

ORCA calculation (ωB97M-V/def2-TZVPD) on a molecular structure, C57H44BrCl3FIN2NaO6P.

XYZ file:
```
117
C57H44BrCl3FIN2NaO6P ωB97M-V/def2-TZVPD
I -2.5361 2.6170 1.8475
Br 0.4024 -2.8131 1.6074
Cl -3.1723 -2.3852 2.3832
Cl 0.0107 0.0166 6.0503
Cl -3.4086 -3.8726 7.5683
P 0.6371 1.6523 1.6843
Na -1.7571 -0.3811 1.0816
F 5.0034 -3.1177 -0.8947
O -3.6410 -0.1686 0.0965
O -3.6265 1.8399 -0.8797
O 0.1662 -1.8532 -1.1186
O -1.9390 0.9402 -3.5239
O -1.8109 0.2013 -1.4122
O -1.1096 -0.4826 3.3490
N 2.1561 0.5424 -3.9494
N -4.6774 1.0168 -3.1328
C -1.7528 -1.9299 6.6319
C 1.2380 3.5817 5.8811
C 4.3756 -1.0339 1.9474
C 4.2835 -0.1265 0.9068
C 2.2020 -1.1225 -2.1260
C 2.2738 -0.2499 2.8182
C 2.0039 2.8115 3.7634
C -2.7431 3.1291 4.7169
C -1.0076 -5.4093 -2.9255
C 1.4499 5.2732 -0.1418
C -3.1587 -3.0048 5.0029
C 0.0289 -5.5043 1.1372
C 0.1134 0.0171 -2.7632
C 2.8970 1.5993 -4.6175
C 0.7968 0.7102 -3.6950
C -1.7706 2.8937 3.7772
C 1.0278 2.6264 -0.8411
C -2.7246 -2.8607 6.3102
C -3.5891 0.4729 -0.9624
C 4.1065 0.9716 -5.3063
C 2.0647 2.3737 -5.6303
C 2.2764 3.3304 5.0391
C -6.0905 0.9525 -3.4664
C 1.2404 4.3188 0.8456
C 2.1890 0.6866 1.7837
C 2.9281 -0.3282 -3.0989
C -0.5574 -3.0537 -3.0398
C 3.3684 -1.0922 2.9045
C -0.6698 -6.6333 -0.8473
C 0.7286 2.5749 3.3004
C -6.7044 0.3602 -2.2019
C -0.2927 -4.1955 -0.8977
C -0.6635 -5.4059 -1.5529
C 1.0403 2.9839 0.5056
C 1.4585 4.9052 -1.4795
C 0.0297 -4.2953 0.4905
C -0.9561 -4.2524 -3.6446
C 4.3175 -2.1831 -1.6268
C 0.8415 -0.9194 -1.9427
C 3.1965 0.7371 0.8275
C -1.2228 -1.1419 5.6335
C 5.0372 0.3624 -4.2749
C -1.6069 -1.2086 4.2537
C -0.2289 -3.0038 -1.7038
C -1.1285 3.6379 6.3907
C -2.4330 3.4763 6.0413
C -5.6786 -0.7085 -1.8266
C 5.0308 -1.3943 -2.4874
C -1.3181 0.4176 -2.5852
C -0.3159 -6.6872 0.4664
C -4.3344 -0.0711 -2.2040
C -0.0966 3.3897 5.4549
C -0.3847 2.9394 4.1311
C -2.6130 -2.2047 4.0243
C 1.2434 3.5777 -1.8246
C 2.9572 -2.0966 -1.4202
C 4.2815 -0.4505 -3.2537
H -3.2314 3.6360 6.7549
H -4.0184 1.0607 -3.8976
H -6.3028 0.2973 -4.3274
H 1.4047 3.9298 6.8942
H 5.2122 -1.7206 1.9926
H 2.8460 2.5527 3.1344
H 5.6007 1.1566 -3.7702
H -3.9143 -3.7345 4.7469
H -6.4807 1.9472 -3.7011
H -0.4808 -2.1486 -3.6247
H 3.7389 0.2011 -5.9918
H -0.3106 -7.6263 1.0056
H -1.4072 -1.8186 7.6502
H -0.9537 -7.5289 -1.3876
H -0.8465 3.9410 7.3923
H 6.0967 -1.5162 -2.6206
H -6.7531 1.1287 -1.4270
H 3.2828 2.3078 -3.8599
H -1.2946 -6.3490 -3.3823
H 3.3032 3.4836 5.3470
H 0.2738 -5.5335 2.1899
H 0.8358 1.5975 -1.1269
H -3.7822 3.0651 4.4224
H 5.0365 -0.1058 0.1279
H 3.4172 -1.8198 3.7060
H 1.4673 -0.3200 3.5403
H 5.7819 -0.2755 -4.7612
H 1.5985 6.3091 0.1410
H -5.8405 -1.5960 -2.4443
H 1.2900 2.9880 -5.1729
H 0.2694 1.4325 -4.2944
H -7.7091 -0.0370 -2.3579
H 4.6243 1.7288 -5.9025
H 1.2156 3.2728 -2.8627
H 1.5832 1.6900 -6.3330
H 2.7244 3.0382 -6.1916
H -5.6935 -1.0085 -0.7817
H 2.4946 -2.7116 -0.6635
H 3.1345 1.4296 -0.0008
H 1.2274 4.6251 1.8832
H -3.8487 2.1361 -1.7845
H -3.6730 -0.8022 -2.6678
H 1.6149 5.6503 -2.2509
H -1.2149 -4.2483 -4.6969
```

- frontier orbital gap (Eh) = 0.1305
- net charge = -2
- relative energy (zero: lowest compared OMol25 entry of this formula, charge and spin) (kJ/mol) = 2.14
- max |F| (eV Å⁻¹) = 0.86